A.
A cluster of 2 separate species, C2H5NO in total. Source: the Open Molecules 2025 dataset; level of theory: wB97M-V/def2-TZVPD.

Structure (ORCA input):
```
! wB97M-V def2-TZVPD RIJCOSX def2/J DEFGRID3
* xyz 0 1
O 0.514 1.112 0.034
N 0.484 -1.863 -1.867
C 0.302 -1.353 -0.823
C -0.272 1.303 1.097
H -0.694 2.362 1.025
H -1.186 0.571 1.047
H 0.783 -1.830 -2.845
H -0.012 -1.479 0.199
H 0.080 1.177 2.133
*
```

Computed properties:
**HOMO level (spin up / spin down)**: -8.6 / -7.0 eV

B.
The molecule C2H5NO. Source: the Open Molecules 2025 dataset; level of theory: wB97M-V/def2-TZVPD.

Structure (ORCA input):
```
! wB97M-V def2-TZVPD RIJCOSX def2/J DEFGRID3
* xyz 0 1
O 1.348 -1.642 0.605
N -0.904 -1.346 0.410
C 0.836 0.636 -0.367
C 0.439 -0.926 0.373
H -0.007 1.012 -0.727
H -1.600 -0.657 0.566
H 1.426 1.167 0.453
H -1.030 -2.346 0.730
H 1.575 0.398 -1.219
*
```

Computed properties:
**HOMO level**: -9.6 eV
**SMILES**: CC(N)=O

C.
The molecule C2H5NO. Source: the Open Molecules 2025 dataset; level of theory: wB97M-V/def2-TZVPD.

Structure (ORCA input):
```
! wB97M-V def2-TZVPD RIJCOSX def2/J DEFGRID3
* xyz 0 1
O 0.847 1.849 0.033
N 0.306 -0.331 -0.318
C -0.685 -0.525 0.735
C 0.815 0.881 -0.690
H -1.622 -0.087 0.388
H 0.992 0.897 -1.775
H 0.530 -1.110 -0.905
H -0.851 -1.581 0.919
H -0.332 0.007 1.613
*
```

Computed properties:
**HOMO level**: -9.7 eV
**SMILES**: CNC=O

D.
A cluster of 2 separate species, C2H5NO in total. Source: the Open Molecules 2025 dataset; level of theory: wB97M-V/def2-TZVPD.

Structure (ORCA input):
```
! wB97M-V def2-TZVPD RIJCOSX def2/J DEFGRID3
* xyz 0 1
O -1.947 -1.105 0.559
N 0.774 -0.411 -1.052
C -1.454 -0.022 0.384
C 1.276 -0.056 0.059
H 0.771 0.371 -1.714
H 1.315 -0.781 0.881
H -1.582 0.580 -0.539
H -0.800 0.470 1.135
H 1.647 0.954 0.285
*
```

Computed properties:
**HOMO level**: -10.0 eV
**SMILES**: C=N.C=O

Stability, lowest: A

A.
The molecule C2H8NO2P. Source: the Open Molecules 2025 dataset; level of theory: wB97M-V/def2-TZVPD.

Structure (ORCA input):
```
! wB97M-V def2-TZVPD RIJCOSX def2/J DEFGRID3
* xyz 0 1
P 0.654 0.878 0.394
O 0.424 2.017 -0.674
O 1.718 -0.148 -0.422
N -1.116 -0.159 0.039
C -2.275 0.638 0.293
C 2.077 -1.432 -0.097
H -2.117 1.674 -0.195
H 1.494 -1.960 0.680
H -1.071 -0.675 0.886
H 2.123 -2.153 -0.988
H 3.142 -1.391 0.312
H -3.133 0.109 -0.033
H 0.486 1.587 -1.561
H -2.406 1.014 1.365
*
```

Computed properties:
**HOMO level**: -8.5 eV
**SMILES**: CNP(O)OC

B.
A cluster of 2 separate species, C2H8NO2P in total. Source: the Open Molecules 2025 dataset; level of theory: wB97M-V/def2-TZVPD.

Structure (ORCA input):
```
! wB97M-V def2-TZVPD RIJCOSX def2/J DEFGRID3
* xyz 0 1
P -0.042 0.828 -0.312
O -0.074 1.640 -1.504
O 1.474 -1.080 -0.322
N 0.985 -2.167 -1.028
C -1.490 -0.254 0.001
C 0.697 1.581 1.280
H 0.396 2.644 1.173
H 0.339 0.904 2.065
H 1.704 1.480 0.878
H 0.015 -2.392 -0.654
H -2.339 0.029 -0.623
H -1.736 0.072 1.017
H -1.067 -1.172 0.011
H 1.138 -2.111 -1.984
*
```

Computed properties:
**HOMO level (spin up / spin down)**: -7.7 / -7.7 eV

Stability, lowest: B

A.
The molecule C4H10O2. Source: the Open Molecules 2025 dataset; level of theory: wB97M-V/def2-TZVPD.

Structure (ORCA input):
```
! wB97M-V def2-TZVPD RIJCOSX def2/J DEFGRID3
* xyz 0 1
O 1.384 0.010 0.331
O -0.854 -0.862 1.239
C 2.289 -0.775 -0.529
C -0.866 0.372 0.548
C 0.271 0.416 -0.440
C -2.171 0.512 -0.181
H -2.226 1.477 -0.697
H 3.105 -1.057 0.134
H 0.009 -0.238 -1.299
H -2.961 0.436 0.563
H 0.440 1.433 -0.826
H 0.097 -0.975 1.442
H -2.301 -0.281 -0.928
H -0.722 1.182 1.281
H 2.580 -0.012 -1.260
H 1.873 -1.679 -1.033
*
```

Computed properties:
**HOMO level**: -10.0 eV
**SMILES**: COC[C@@H](C)O

B.
The molecule C4H10O2. Source: the Open Molecules 2025 dataset; level of theory: wB97M-V/def2-TZVPD.

Structure (ORCA input):
```
! wB97M-V def2-TZVPD RIJCOSX def2/J DEFGRID3
* xyz 0 1
O 0.309 1.581 -0.240
O 0.163 0.369 2.121
C 1.370 -0.582 -0.422
C -0.886 -0.089 -1.421
C 0.056 0.185 -0.258
C -0.629 -0.171 1.067
H 1.888 -0.221 -1.316
H 0.654 1.750 0.651
H -1.188 -1.143 -1.441
H -1.781 0.537 -1.340
H -0.425 0.710 2.803
H -0.725 -1.260 1.178
H 2.023 -0.425 0.444
H -0.392 0.146 -2.369
H -1.634 0.273 1.072
H 1.195 -1.659 -0.530
*
```

Computed properties:
**HOMO level**: -10.1 eV
**SMILES**: CC(C)(O)CO

C.
The molecule C4H10O2. Source: the Open Molecules 2025 dataset; level of theory: wB97M-V/def2-TZVPD.

Structure (ORCA input):
```
! wB97M-V def2-TZVPD RIJCOSX def2/J DEFGRID3
* xyz 0 1
O -0.420 -1.925 -0.982
O -0.474 0.692 -0.426
C 0.648 0.166 0.198
C -0.283 0.941 -1.801
C 0.444 -1.564 0.038
C 0.709 0.488 1.675
H -1.254 -1.484 -0.744
H -0.235 0.183 2.129
H 0.868 1.552 1.882
H -1.273 1.179 -2.192
H 1.575 0.615 -0.279
H 1.523 -0.074 2.153
H 0.074 -1.879 1.008
H 0.122 0.077 -2.346
H 0.384 1.804 -1.940
H 1.441 -1.311 -0.179
*
```

Computed properties:
**HOMO level**: -8.7 eV
**SMILES**: CO[C@@H](C)CO

Stability, lowest: C

A.
The molecule C4H10O2. Source: the Open Molecules 2025 dataset; level of theory: wB97M-V/def2-TZVPD.

Structure (ORCA input):
```
! wB97M-V def2-TZVPD RIJCOSX def2/J DEFGRID3
* xyz 0 1
O 1.395 -0.129 0.282
O -0.912 -0.626 1.401
C -2.235 0.526 -0.185
C 2.368 -0.780 -0.498
C 0.274 0.309 -0.460
C -0.888 0.479 0.523
H 2.920 -0.073 -1.134
H 0.496 1.251 -0.987
H 1.913 -1.548 -1.141
H -3.008 0.237 0.532
H 0.008 -0.452 -1.210
H -0.735 1.412 1.092
H 3.067 -1.263 0.190
H 0.018 -0.815 1.596
H -2.471 1.523 -0.568
H -2.270 -0.187 -1.016
*
```

Computed properties:
**HOMO level**: -10.1 eV
**SMILES**: COC[C@@H](C)O

B.
The molecule C4H10O2. Source: the Open Molecules 2025 dataset; level of theory: wB97M-V/def2-TZVPD.

Structure (ORCA input):
```
! wB97M-V def2-TZVPD RIJCOSX def2/J DEFGRID3
* xyz 0 1
O -0.945 -1.871 0.767
O 0.709 0.193 1.500
C 0.165 0.224 0.189
C -1.142 -0.580 0.207
C -0.112 1.688 -0.138
C 1.157 -0.387 -0.807
H 1.273 -1.466 -0.638
H 0.535 -0.701 1.833
H -0.231 1.851 -1.213
H -1.854 -0.083 0.871
H -1.583 -0.636 -0.799
H -0.481 -2.418 0.121
H 2.143 0.067 -0.680
H 0.828 -0.237 -1.842
H -1.017 2.038 0.368
H 0.722 2.302 0.213
*
```

Computed properties:
**HOMO level**: -10.1 eV
**SMILES**: CC(C)(O)CO

Stability, lowest: A